# C6H7NO

A single C6H7NO molecule in a non-equilibrium geometry (ωB97M-V/def2-TZVPD, OMol25).

```
! wB97M-V def2-TZVPD RIJCOSX def2/J DEFGRID3
* xyz 0 1
C 0.343 0.636 -1.562
C -0.129 -0.526 1.919
C -0.139 0.372 0.939
C -0.070 -0.251 -0.408
N -0.151 1.775 1.124
C 0.508 -1.767 -0.154
C -0.661 -1.569 -0.703
O -0.100 -1.110 2.941
H 0.161 2.076 2.037
H -1.035 2.208 0.879
H 1.351 -2.433 -0.150
H -1.430 -2.012 -1.307
H -0.244 1.554 -1.564
H 1.396 0.905 -1.469
H 0.201 0.142 -2.523
*
```

Output
- SMILES string: CC1(C(N)=C=O)C=C1
- ΔE to the lowest compared entry with this formula, charge and spin: 95.5 kcal/mol
- E_LUMO: 0.0305 hartree
- Strongest force on any atom: 2.51 eV/A
- Calculated total energy: -9868.51468 eV
- E_HOMO: -7.333 eV

Atom charges from the Mulliken analysis, given in e for atoms 1 to 6: atom 1 (C): -1.29, atom 2 (C): 0.38, atom 3 (C): 0.38, atom 4 (C): 0.43, atom 5 (N): -0.54, atom 6 (C): -0.77


# C6H7NO

A single C6H7NO molecule in a non-equilibrium geometry (ωB97M-V/def2-TZVPD, OMol25).

```
! wB97M-V def2-TZVPD RIJCOSX def2/J DEFGRID3
* xyz 0 1
C 0.471 1.179 -1.626
C 0.833 0.778 -0.137
C -0.084 -0.151 0.663
C -1.398 0.430 1.236
C 0.167 -1.490 0.763
C 1.055 -2.268 -0.064
H 1.238 0.972 -2.282
H -0.419 0.668 -1.756
H 0.131 2.180 -1.657
H -1.702 -0.174 2.101
H -2.230 0.306 0.439
H -1.292 1.474 1.453
H -0.629 -2.091 1.282
N 1.868 -2.845 -0.609
O 1.990 1.031 0.195
*
```

Output
- SMILES string: CC(=O)/C(C)=C\C#N
- ΔE to the lowest compared entry with this formula, charge and spin: 37.0 kcal/mol
- E_LUMO: -0.0026 hartree
- Strongest force on any atom: 4.30 eV/A
- Calculated total energy: -9871.05486 eV
- E_HOMO: -10.054 eV

Atom charges from the Mulliken analysis, given in e for atoms 1 to 6: atom 1 (C): -1.13, atom 2 (C): 0.46, atom 3 (C): 0.74, atom 4 (C): -1.31, atom 5 (C): -0.43, atom 6 (C): 0.15


# C6H7NO

A single C6H7NO molecule in a non-equilibrium geometry (ωB97M-V/def2-TZVPD, OMol25).

```
! wB97M-V def2-TZVPD RIJCOSX def2/J DEFGRID3
* xyz 0 1
C 1.418 1.777 0.095
C 0.967 0.319 0.012
C 0.985 -1.926 -0.119
C -0.333 -1.571 0.235
C -0.391 -0.105 0.278
C -1.637 0.607 -0.063
H 2.403 1.875 -0.211
H 0.981 2.240 -0.668
H 1.151 2.024 1.097
H 1.520 -2.902 -0.496
H -1.403 -2.172 0.448
H -1.781 1.657 -0.530
H -2.665 -0.898 -0.149
N 1.690 -0.876 0.048
O -2.906 -0.049 0.023
*
```

Output
- SMILES string: CC1=NC=C/C1=C\O
- ΔE to the lowest compared entry with this formula, charge and spin: 97.6 kcal/mol
- E_LUMO: -0.0323 hartree
- Strongest force on any atom: 9.22 eV/A
- Calculated total energy: -9868.42525 eV
- E_HOMO: -8.080 eV

Atom charges from the Mulliken analysis, given in e for atoms 1 to 6: atom 1 (C): -1.37, atom 2 (C): 0.44, atom 3 (C): -0.41, atom 4 (C): -0.47, atom 5 (C): 0.76, atom 6 (C): -0.09


# C6H7NO2

A molecular structure, C6H7NO2 in a non-equilibrium geometry (ωB97M-V/def2-TZVPD, OMol25).

```
! wB97M-V def2-TZVPD RIJCOSX def2/J DEFGRID3
* xyz 0 1
C 0.562 -0.391 -0.054
C -0.685 -0.946 -0.771
C -1.673 0.086 -0.246
C -1.154 1.234 0.254
C 0.260 1.123 -0.134
C 1.935 0.163 -0.212
H -0.154 -1.262 1.629
H 1.257 -0.533 1.866
H -0.644 -0.971 -1.866
H -0.853 -1.980 -0.458
H -2.742 -0.105 -0.421
H -1.772 2.053 0.638
H 0.359 1.378 -1.189
N 0.718 -1.090 1.213
O 1.545 1.365 0.374
O 3.041 -0.123 -0.623
*
```

Output
- ΔE to the lowest compared entry with this formula, charge and spin: 73.6 kcal/mol
- E_LUMO: 0.0307 hartree
- Strongest force on any atom: 4.36 eV/A
- Calculated total energy: -11917.23889 eV
- E_HOMO: -9.735 eV

Atom charges from the Mulliken analysis, given in e for atoms 1 to 6: atom 1 (C): 1.00, atom 2 (C): -1.14, atom 3 (C): -0.21, atom 4 (C): -0.71, atom 5 (C): 0.21, atom 6 (C): 0.18


# C6H7NO2

2 unconnected molecules or ions with the total composition C6H7NO2 in a non-equilibrium geometry (ωB97M-V/def2-TZVPD, OMol25).

```
! wB97M-V def2-TZVPD RIJCOSX def2/J DEFGRID3
* xyz 0 1
C 0.418 -2.416 -0.676
C 1.432 -1.515 -0.308
C -0.398 -1.643 -1.501
C 1.046 -0.237 -0.652
C 0.193 2.453 0.122
C -1.230 1.208 1.615
N -0.640 2.306 0.947
O -0.107 -0.287 -1.401
O 1.579 0.915 -0.561
H 0.539 -3.455 -0.791
H 2.186 -1.742 0.384
H -1.269 -1.974 -2.048
H 0.564 3.275 -0.603
H -2.265 1.374 1.303
H -1.116 1.632 2.700
H -0.932 0.105 1.469
*
```

Output
- ΔE to the lowest compared entry with this formula, charge and spin: 108.1 kcal/mol
- E_LUMO (spin up / spin down): -0.0130 / -0.0129 hartree
- Strongest force on any atom: 4.09 eV/A
- Calculated total energy: -11915.74414 eV
- E_HOMO (spin up / spin down): -6.798 / -6.801 eV

Atom charges from the Mulliken analysis, given in e for atoms 1 to 6: atom 1 (C): -0.43, atom 2 (C): -0.66, atom 3 (C): -0.34, atom 4 (C): 0.60, atom 5 (C): 0.28, atom 6 (C): -0.61


# C6H7NO2

2 unconnected molecules or ions with the total composition C6H7NO2 in a non-equilibrium geometry (ωB97M-V/def2-TZVPD, OMol25).

```
! wB97M-V def2-TZVPD RIJCOSX def2/J DEFGRID3
* xyz 0 1
C 1.645 -0.693 0.796
C 3.061 -0.068 -0.619
C 0.953 -0.131 -0.235
C -2.841 -0.476 -0.100
C -1.528 -0.419 0.135
C -0.405 0.041 -0.591
N 2.933 -0.637 0.550
O 1.946 0.266 -1.146
O -0.665 2.302 0.728
H 1.111 -1.063 1.754
H 4.132 0.011 -0.930
H -3.497 -0.578 0.725
H -3.309 -0.136 -1.054
H -1.327 -1.030 1.069
H -0.659 0.254 -1.655
H -1.550 2.357 0.574
*
```

Output
- ΔE to the lowest compared entry with this formula, charge and spin: 134.9 kcal/mol
- E_LUMO (spin up / spin down): -0.0786 / -0.0786 hartree
- Strongest force on any atom: 4.75 eV/A
- Calculated total energy: -11914.58241 eV
- E_HOMO (spin up / spin down): -8.105 / -8.107 eV

Atom charges from the Mulliken analysis, given in e for atoms 1 to 6: atom 1 (C): 0.04, atom 2 (C): 0.08, atom 3 (C): 0.59, atom 4 (C): -0.74, atom 5 (C): -0.08, atom 6 (C): -0.07


# C6H7NO2S

A single C6H7NO2S molecule in a non-equilibrium geometry (ωB97M-V/def2-TZVPD, OMol25).

```
! wB97M-V def2-TZVPD RIJCOSX def2/J DEFGRID3
* xyz 0 1
C -1.747 -1.869 0.177
C -0.344 -1.480 0.179
C -2.590 -0.871 -0.083
C -0.185 -0.176 -0.009
C 1.553 1.707 0.787
C 1.313 0.738 -0.360
N 2.470 -0.007 -0.645
O 2.430 -1.198 -0.853
O -1.789 1.332 -1.467
S -1.742 0.735 -0.125
H -2.034 -2.898 0.323
H 0.446 -2.205 0.275
H -3.661 -0.911 -0.130
H 2.459 2.280 0.606
H 0.710 2.385 0.877
H 1.668 1.160 1.722
H 1.044 1.277 -1.274
*
```

Output
- ΔE to the lowest compared entry with this formula, charge and spin: 125.0 kcal/mol
- E_LUMO: -0.0154 hartree
- Strongest force on any atom: 5.35 eV/A
- Calculated total energy: -22750.48436 eV
- E_HOMO: -9.203 eV

Atom charges from the Mulliken analysis, given in e for atoms 1 to 6: atom 1 (C): -0.35, atom 2 (C): 0.03, atom 3 (C): -0.60, atom 4 (C): -0.09, atom 5 (C): -1.23, atom 6 (C): 0.29


# C6H7NO4S

A single C6H7NO4S molecule in a non-equilibrium geometry (ωB97M-V/def2-TZVPD, OMol25).

```
! wB97M-V def2-TZVPD RIJCOSX def2/J DEFGRID3
* xyz 0 1
C -1.450 -1.609 -0.775
C 0.997 0.404 -0.213
C -1.352 -0.261 -0.617
C 3.159 1.134 -0.111
C 3.101 -0.386 0.055
C -3.775 -0.339 0.718
N -1.620 -2.718 -1.128
O -0.241 0.468 -0.579
O -2.194 1.882 0.308
O 1.772 1.489 -0.267
O 1.714 -0.746 0.106
S -2.839 0.821 -0.467
H 3.602 1.630 0.846
H 3.790 1.479 -1.024
H 3.626 -0.848 -0.766
H 3.649 -0.799 0.942
H -3.228 -0.495 1.644
H -4.620 0.290 0.955
H -4.089 -1.397 0.372
*
```

Output
- ΔE to the lowest compared entry with this formula, charge and spin: 99.5 kcal/mol
- E_LUMO: 0.0062 hartree
- Strongest force on any atom: 5.24 eV/A
- Calculated total energy: -26844.62870 eV
- E_HOMO: -7.050 eV

Atom charges from the Mulliken analysis, given in e for atoms 1 to 6: atom 1 (C): 0.29, atom 2 (C): 0.59, atom 3 (C): 0.09, atom 4 (C): -0.25, atom 5 (C): -0.22, atom 6 (C): -0.98


# C6H7NO4V

A molecular structure, C6H7NO4V in a non-equilibrium geometry (ωB97M-V/def2-TZVPD, OMol25).

```
! wB97M-V def2-TZVPD RIJCOSX def2/J DEFGRID3
* xyz 2 4
V -0.207 0.751 0.932
C -0.144 1.681 2.608
O -0.062 2.108 3.694
C -0.014 2.106 -0.667
O 0.087 2.816 -1.558
C -1.997 0.291 0.150
O -3.053 0.071 -0.248
C 1.597 -0.013 0.344
O 2.652 -0.423 0.112
C -0.057 -2.225 -2.468
H 0.802 -2.608 -1.931
H -0.990 -2.604 -2.078
C 0.015 -1.043 -3.093
H -0.875 -0.436 -3.002
H 0.864 -0.432 -2.841
N -0.372 -1.452 1.394
H -0.997 -1.574 2.181
H 0.533 -1.856 1.690
H -0.673 -2.073 0.625
*
```

Output
- ΔE to the lowest compared entry with this formula, charge and spin: 8.1 kcal/mol
- E_LUMO (spin up / spin down): -0.4183 / -0.4021 hartree
- Strongest force on any atom: 8.48 eV/A
- Calculated total energy: -41681.95338 eV
- E_HOMO (spin up / spin down): -16.959 / -16.986 eV

Atom charges from the Mulliken analysis, given in e for atoms 1 to 6: atom 1 (V): 0.10, atom 2 (C): 0.51, atom 3 (O): -0.10, atom 4 (C): 0.38, atom 5 (O): -0.01, atom 6 (C): 0.41


# C6H7NOS

2 unconnected molecules or ions with the total composition C6H7NOS in a non-equilibrium geometry (ωB97M-V/def2-TZVPD, OMol25).

```
! wB97M-V def2-TZVPD RIJCOSX def2/J DEFGRID3
* xyz 0 1
C 2.995 0.635 -0.263
C 3.263 -0.690 -0.423
C 1.528 0.891 -0.137
C 0.797 -0.252 -0.234
C -2.024 -0.384 -0.658
C -2.227 -0.418 0.798
N -2.113 -0.327 -1.824
O 1.035 2.071 0.373
S 1.808 -1.656 -0.419
H 3.627 1.476 -0.373
H 4.129 -1.157 -0.548
H -3.242 -0.629 1.162
H -2.008 0.630 1.017
H -1.413 -0.987 1.312
H -3.006 -0.183 -2.387
H 0.560 2.679 -0.176
*
```

Output
- ΔE to the lowest compared entry with this formula, charge and spin: 112.9 kcal/mol
- E_LUMO (spin up / spin down): -0.0145 / -0.0291 hartree
- Strongest force on any atom: 4.08 eV/A
- Calculated total energy: -20702.42632 eV
- E_HOMO (spin up / spin down): -7.407 / -7.095 eV

Atom charges from the Mulliken analysis, given in e for atoms 1 to 6: atom 1 (C): -0.50, atom 2 (C): -0.61, atom 3 (C): 0.04, atom 4 (C): 0.04, atom 5 (C): 0.26, atom 6 (C): -0.67


# C6H7NOS2

A single C6H7NOS2 molecule in a non-equilibrium geometry (ωB97M-V/def2-TZVPD, OMol25).

```
! wB97M-V def2-TZVPD RIJCOSX def2/J DEFGRID3
* xyz 0 1
C -1.264 -0.133 -0.465
C -2.633 -0.304 -0.369
C -0.809 -1.070 1.932
C -0.372 -0.563 0.424
C 2.017 1.363 -0.716
C 1.625 -0.082 -0.654
N -2.091 -1.198 2.102
O 0.943 -0.479 0.512
S -3.279 -1.018 0.999
S 0.362 -1.228 2.999
H -0.916 0.638 -1.236
H -3.210 0.281 -1.153
H 2.545 1.426 0.223
H 2.529 1.418 -1.645
H 1.055 1.926 -0.713
H 2.558 -0.690 -0.802
H 0.939 -0.285 -1.438
*
```

Output
- ΔE to the lowest compared entry with this formula, charge and spin: 59.0 kcal/mol
- E_LUMO (spin up / spin down): -0.0405 / -0.0405 hartree
- Strongest force on any atom: 6.02 eV/A
- Calculated total energy: -31539.99362 eV
- E_HOMO (spin up / spin down): -7.731 / -7.731 eV

Atom charges from the Mulliken analysis, given in e for atoms 1 to 6: atom 1 (C): -0.43, atom 2 (C): -0.34, atom 3 (C): 0.51, atom 4 (C): 0.78, atom 5 (C): -0.89, atom 6 (C): -0.60


# C6H7NS

A single C6H7NS molecule in a non-equilibrium geometry (ωB97M-V/def2-TZVPD, OMol25).

```
! wB97M-V def2-TZVPD RIJCOSX def2/J DEFGRID3
* xyz 0 1
C 3.567 -0.596 0.092
C 1.251 -0.549 -0.270
C -0.049 -0.477 -0.173
C -1.329 -1.121 0.183
C -1.520 0.206 -0.463
C -1.913 1.465 0.208
N 2.393 -0.821 -0.487
S 4.412 0.775 0.269
H 4.049 -1.589 0.317
H -1.562 -1.819 -0.624
H -1.561 -1.248 1.199
H -1.770 0.428 -1.513
H -1.178 1.661 1.052
H -2.883 1.400 0.732
H -1.908 2.286 -0.522
*
```

Output
- SMILES string: C[C@@H]1CC1=C=NC=S
- ΔE to the lowest compared entry with this formula, charge and spin: 97.4 kcal/mol
- E_LUMO: -0.0009 hartree
- Strongest force on any atom: 4.85 eV/A
- Calculated total energy: -18656.52384 eV
- E_HOMO: -8.495 eV

Atom charges from the Mulliken analysis, given in e for atoms 1 to 6: atom 1 (C): -0.12, atom 2 (C): 1.16, atom 3 (C): -0.90, atom 4 (C): -0.40, atom 5 (C): -0.02, atom 6 (C): -1.15